(1)
A molecular structure, C15H25N5O5Tb at a distorted geometry, computed with ωB97M-V/def2-TZVPD.

Summary:
Energy ... -2060.5341 hartree
Spin multiplicity ... 7
Strongest force on any atom ... 0.0524 hartree/bohr
Total charge ... +1
HOMO-LUMO gap (alpha / beta) ... 6.27 / 5.89 eV
⟨S²⟩ ... 12.905

Atoms and positions in Å:
O (0.04286, 3.51097, 0.23554)
H (0.08945, 4.48501, 0.29234)
Tb (-0.55752, 0.03582, -0.35611)
N (-1.20931, -0.26505, -2.69206)
N (0.81910, -1.46922, -1.65949)
O (-2.12185, 0.64255, -3.36990)
O (1.93911, -2.20791, -1.20164)
C (-0.52034, -1.04609, -3.54146)
C (0.63078, -1.68006, -2.97586)
C (-0.94263, -1.27593, -4.94918)
C (1.51223, -2.57918, -3.77072)
H (-1.77153, -0.60287, -5.19120)
H (-1.28122, -2.31747, -5.07951)
H (-0.12363, -1.09103, -5.66122)
H (2.33413, -2.95126, -3.15327)
H (1.92854, -2.05816, -4.64673)
H (0.93078, -3.43442, -4.15102)
H (-3.02090, 0.38601, -3.08169)
H (2.05841, -1.97654, -0.25857)
O (-1.59109, -2.16987, -0.05851)
H (-2.50037, -2.37124, -0.34740)
H (-1.03032, -2.81153, -0.53854)
C (1.35246, 2.13146, -0.99198)
H (1.18563, 3.00028, -1.62446)
H (1.62073, 1.22581, -1.58736)
H (2.09367, 2.33125, -0.20981)
O (-1.70814, 1.82723, -0.99741)
H (-1.21011, 2.59428, -0.60156)
H (-1.84500, 2.03072, -1.94206)
N (-1.29789, -0.34321, 2.25624)
C (-0.11405, -1.12213, 2.46826)
C (0.02981, -1.88772, 3.62390)
C (1.32524, -2.30266, 3.94058)
C (2.38145, -1.94585, 3.09309)
C (2.11886, -1.28896, 1.89748)
N (0.83802, -0.97826, 1.53453)
C (-1.07822, 1.05743, 2.44505)
C (-1.44062, 1.73236, 3.60769)
C (-1.21039, 3.12633, 3.66983)
C (-0.55086, 3.75529, 2.64679)
C (0.11305, 2.96494, 1.59357)
N (-0.46847, 1.63203, 1.42879)
H (-2.00539, -0.67038, 2.90384)
H (-0.86626, -2.08372, 4.22165)
H (1.50589, -2.87620, 4.84358)
H (3.41503, -2.20347, 3.33013)
H (2.91185, -0.96602, 1.20666)
H (-1.94765, 1.16594, 4.39308)
H (-1.56342, 3.67077, 4.55489)
H (-0.39047, 4.82533, 2.63056)
H (1.19054, 2.84462, 1.82062)

***

(2)
A single C15H22N2O3S molecule at a distorted geometry, computed with ωB97M-V/def2-TZVPD.

Summary:
Energy ... -1318.2140 hartree
SMILES ... Cc1cccc(C)c1NC(=O)C1CCN(S(C)(=O)=O)CC1
Strongest force on any atom ... 0.0302 hartree/bohr
Total charge ... 0
HOMO-LUMO gap ... 8.96 eV
Energy relative to the best compared isomer or geometry (same formula, charge and spin) ... 1.155 eV

Atoms and positions in Å:
C (-2.87714, -2.14464, -1.08081)
C (-3.14343, -0.72300, -0.70023)
C (-4.32919, -0.11335, -1.09156)
C (-4.62508, 1.18196, -0.71633)
C (-3.73252, 1.88993, 0.06816)
C (-2.53256, 1.32202, 0.46501)
C (-1.55338, 2.10520, 1.28635)
C (-2.23535, 0.01580, 0.06217)
N (-1.02723, -0.57543, 0.50367)
C (-0.08821, -1.12984, -0.30384)
O (-0.18354, -1.17586, -1.50866)
C (1.04256, -1.88073, 0.43303)
C (1.53700, -1.25823, 1.74027)
C (2.15265, 0.12097, 1.48424)
N (2.88237, 0.16459, 0.23476)
S (2.31132, 1.20922, -0.93892)
C (3.48479, 2.57527, -0.73536)
O (2.51664, 0.65113, -2.23639)
O (1.01851, 1.71053, -0.56363)
C (3.37001, -1.11397, -0.23057)
C (2.22807, -2.09383, -0.52474)
H (-2.12990, -2.18174, -1.87321)
H (-2.48506, -2.70495, -0.23241)
H (-3.78834, -2.62271, -1.43202)
H (-5.03211, -0.67289, -1.69165)
H (-5.55290, 1.63871, -1.02761)
H (-3.96419, 2.90139, 0.36935)
H (-1.38174, 1.63568, 2.25756)
H (-1.92465, 3.11177, 1.46004)
H (-0.60644, 2.16866, 0.75150)
H (-0.76142, -0.33472, 1.44545)
H (0.59556, -2.85683, 0.66375)
H (0.74392, -1.18164, 2.48634)
H (2.29738, -1.92408, 2.15642)
H (2.83468, 0.38613, 2.30354)
H (1.37939, 0.88766, 1.41635)
H (4.47621, 2.18752, -0.92323)
H (3.23207, 3.34520, -1.45279)
H (3.39314, 2.94866, 0.27533)
H (4.04596, -1.50641, 0.53630)
H (3.94171, -0.92460, -1.13804)
H (2.60430, -3.11543, -0.45686)
H (1.86618, -1.92312, -1.54074)

***

(3)
9 unconnected molecules or ions with the total composition C29H68Cl2N7O11P at a distorted geometry, computed with ωB97M-V/def2-TZVPD.

Summary:
Energy ... -3618.3650 hartree
SMILES ... CCOP(=O)(OCC)OCC.CN(C)C=O.CN(C)C=O.CN(C)C=O.CN(C)C=O.CN(C)C=O.CN(C)C=O.CN(C)C=O.ClCCCl
Strongest force on any atom ... 0.0670 hartree/bohr
Total charge ... 0
HOMO-LUMO gap ... 8.97 eV

Atoms and positions in Å:
C (-1.16574, -18.73509, 9.85249)
C (-2.25164, -18.79538, 8.78053)
O (-2.33779, -20.10431, 8.24501)
P (-3.76303, -20.84767, 7.82997)
O (-3.74913, -22.14661, 7.15164)
O (-4.60372, -20.77401, 9.25914)
C (-5.92440, -21.36334, 9.33458)
C (-5.80824, -22.74997, 10.05899)
O (-4.41612, -19.72208, 6.92844)
C (-4.42308, -19.75610, 5.54967)
C (-3.11023, -19.27936, 4.97739)
H (-1.22251, -19.61051, 10.49942)
H (-0.17084, -18.77992, 9.40946)
H (-1.30989, -17.83748, 10.45382)
H (-3.28551, -18.51625, 8.98378)
H (-1.92380, -18.12090, 7.98951)
H (-6.59920, -20.70170, 9.87770)
H (-6.38409, -21.45147, 8.35019)
H (-5.04196, -22.83666, 10.82932)
H (-6.80617, -23.02570, 10.39989)
H (-5.58052, -23.57972, 9.38986)
H (-4.67865, -20.76954, 5.24027)
H (-5.31900, -19.19341, 5.28736)
H (-3.13937, -18.19346, 4.88749)
H (-2.18921, -19.38572, 5.55055)
H (-3.05383, -19.50885, 3.91332)
C (-1.34624, -22.17229, -6.66004)
N (-0.06513, -22.78097, -6.83995)
C (0.25782, -23.15350, -8.20466)
C (0.82844, -22.94295, -5.81877)
O (1.97538, -23.22475, -6.01641)
H (-1.76049, -21.83285, -7.60940)
H (-1.01917, -21.31554, -6.07091)
H (-2.08690, -22.72537, -6.08242)
H (1.32370, -23.23618, -8.41717)
H (-0.21468, -24.08644, -8.51204)
H (-0.12223, -22.23949, -8.66100)
H (0.40926, -22.67078, -4.83774)
C (-2.75928, -16.37106, -1.73467)
N (-1.28264, -16.37687, -1.98259)
C (-0.53322, -16.55061, -0.75609)
C (-0.79317, -16.43098, -3.23592)
O (0.36494, -16.77296, -3.54976)
H (-3.08256, -17.33245, -1.33551)
H (-3.34274, -15.98190, -2.56908)
H (-3.00529, -15.57603, -1.03075)
H (-0.84915, -17.44074, -0.21207)
H (0.55539, -16.60270, -0.73838)
H (-0.82265, -15.68213, -0.16443)
H (-1.55512, -16.39745, -4.02996)
C (-10.53240, -16.37606, -2.04097)
N (-10.93607, -15.27916, -2.95183)
C (-10.08618, -14.17131, -2.99704)
C (-11.95234, -15.40033, -3.84981)
O (-12.19031, -14.61887, -4.76295)
H (-9.48723, -16.64345, -2.19663)
H (-11.25371, -17.18800, -2.13353)
H (-10.30531, -16.08135, -1.01643)
H (-9.06345, -14.23664, -2.62576)
H (-9.83538, -13.89423, -4.02097)
H (-10.42427, -13.34878, -2.36678)
H (-12.67370, -16.20012, -3.62135)
C (-1.80998, -25.58361, 3.88374)
N (-0.64849, -25.61989, 3.02269)
C (0.48171, -24.76654, 3.41253)
C (-0.74826, -26.19573, 1.81183)
O (0.12922, -26.17145, 0.96595)
H (-2.48958, -26.42073, 3.72416)
H (-2.22091, -24.60350, 3.64160)
H (-1.64289, -25.62702, 4.95998)
H (0.88384, -24.17571, 2.58954)
H (0.19271, -23.91161, 4.02382)
H (1.28641, -25.27485, 3.94373)
H (-1.78879, -26.52371, 1.66376)
C (-9.48672, -27.63364, 4.54442)
N (-8.19203, -26.94180, 4.18683)
C (-7.45086, -26.58739, 5.38048)
C (-7.66014, -26.72428, 2.92413)
O (-6.55662, -26.20243, 2.75147)
H (-9.93515, -27.25369, 5.46238)
H (-9.36864, -28.69594, 4.75817)
H (-10.19629, -27.60454, 3.71752)
H (-6.52251, -26.09287, 5.09464)
H (-7.84345, -25.77623, 5.99367)
H (-7.26205, -27.32806, 6.15756)
H (-8.37430, -26.97522, 2.12462)
C (-0.37028, -28.40607, -5.55435)
N (-1.84746, -28.29041, -5.38994)
C (-2.26130, -27.09424, -4.70865)
C (-2.67836, -29.39285, -5.55735)
O (-3.85023, -29.34220, -5.41427)
H (0.06594, -27.83639, -6.37488)
H (0.04965, -29.39236, -5.75183)
H (0.19469, -28.20139, -4.64494)
H (-2.74060, -26.34177, -5.33489)
H (-2.95279, -27.29523, -3.89040)
H (-1.41480, -26.65774, -4.17855)
H (-2.03780, -30.27091, -5.73316)
C (3.63748, -22.89606, -0.13797)
N (3.67554, -21.66466, 0.74031)
C (2.44985, -20.87574, 0.53122)
C (4.53054, -21.66470, 1.79949)
O (4.38782, -20.92543, 2.79530)
H (2.94270, -23.59024, 0.33477)
H (4.58978, -23.41618, -0.03456)
H (3.44511, -22.63297, -1.17811)
H (1.59433, -21.54192, 0.41991)
H (2.23011, -20.04455, 1.20125)
H (2.57720, -20.24496, -0.34854)
H (5.25461, -22.49400, 1.81314)
Cl (-3.08595, -21.76592, -1.79782)
C (-4.49793, -22.77268, -1.34330)
C (-5.54755, -21.89319, -0.68901)
Cl (-6.40168, -20.87071, -1.92757)
H (-4.12384, -23.51695, -0.64029)
H (-4.81901, -23.23551, -2.27647)
H (-5.03352, -21.33085, 0.09051)
H (-6.21995, -22.52346, -0.10699)